# C5H15NO2

A cluster of 3 separate species, C5H15NO2 in total (ωB97M-V/def2-TZVPD, OMol25).

```
! RIJCOSX wB97M-V def2-TZVPD def2/J DEFGRID3
* xyz 0 1
C 0.905 -0.380 1.116
C 0.078 -1.311 0.659
C 0.672 -2.686 0.370
C -1.404 -1.107 0.358
C -1.694 0.118 -0.546
N -1.962 1.364 0.164
H 1.939 -0.625 1.312
H 0.572 0.604 1.341
H 0.038 -3.437 -0.102
H 1.151 -3.074 1.267
H 1.468 -2.570 -0.379
H -1.805 -0.936 1.336
H -1.807 -2.023 -0.068
H -0.880 0.340 -1.224
H -2.622 -0.132 -1.063
H -2.528 1.273 0.988
H -1.130 1.899 0.381
O 1.700 1.629 -2.623
H 2.477 1.146 -2.929
H 1.106 0.912 -2.364
O 1.012 3.332 0.596
H 1.210 2.892 1.433
H 1.502 2.772 -0.023
*
```

For the total energy, the calculation gives -404.6962 a.u. As for the energy above the lowest of the compared OMol25 structures with the same formula, charge and spin: 36.91 kcal per mole. Its SMILES is C=C(C)CCN.O.O. For the max |F|, the calculation gives 1.79 eV/A.